[1]
ORCA calculation (the ωB97M-V functional and the def2-TZVPD basis) on one molecule with the formula C17H20N2O.

Properties
Kohn-Sham gap   0.3355 Ha
Relative energy (zero: lowest compared OMol25 entry of this formula, charge and spin)   4.8 kcal per mole
Structure (SMILES)   Cc1ccc(NC(=O)NCCCc2ccccc2)cc1
F_max   0.6 eV/Å

Last column: Mulliken charge in e.
Element x y z (Å)
C -6.08828 -2.34991 -0.18309  -1.38
C -5.08393 -1.26577 0.06370  0.70
C -4.37235 -0.68597 -0.97649  -0.64
C -3.44885 0.31844 -0.74669  -0.21
C -3.20217 0.76019 0.55090  0.40
N -2.29083 1.77579 0.84138  -0.11
C -1.10317 2.13072 0.23530  0.33
O -0.54053 3.15805 0.55340  -0.69
N -0.63649 1.27084 -0.71413  -0.10
C 0.68544 1.45350 -1.26923  -1.03
C 1.75416 0.66435 -0.51077  -0.21
C 3.14783 0.89747 -1.10241  -1.07
C 4.17798 0.11353 -0.34076  0.38
C 4.55365 -1.15768 -0.75462  -0.32
C 5.47553 -1.89287 -0.03044  -0.56
C 6.03212 -1.36575 1.12196  -0.41
C 5.66194 -0.10041 1.54509  -0.57
C 4.74075 0.63232 0.81866  -0.30
C -3.93374 0.19797 1.59758  -0.68
C -4.85663 -0.79755 1.35387  -0.68
H -5.87166 -3.21919 0.43624  0.33
H -6.08386 -2.65479 -1.22636  0.33
H -7.08943 -2.00271 0.07111  0.32
H -4.54857 -1.01372 -1.99109  0.31
H -2.94529 0.78315 -1.58020  0.54
H -2.50116 2.34401 1.65021  0.24
H -0.99764 0.32903 -0.70884  0.41
H 0.66447 1.14840 -2.32020  0.32
H 0.90328 2.52195 -1.21103  0.36
H 1.51879 -0.40324 -0.54612  0.32
H 1.74740 0.97627 0.53553  0.29
H 3.14810 0.59447 -2.15176  0.41
H 3.37879 1.96319 -1.05338  0.40
H 4.12368 -1.57333 -1.65540  0.35
H 5.76109 -2.87914 -0.36696  0.37
H 6.75287 -1.93804 1.68733  0.37
H 6.09378 0.31695 2.44316  0.37
H 4.45548 1.62038 1.15077  0.37
H -3.77110 0.55140 2.60574  0.36
H -5.41146 -1.22229 2.17807  0.38

[2]
ORCA calculation (the ωB97M-V functional and the def2-TZVPD basis) on C8H3AgN4O9Se as an isolated structure in a non-equilibrium geometry.

Properties
Kohn-Sham gap (spin up / spin down)   0.2338 / 0.2340 Ha
F_max   1.8 eV/Å

Last column: Mulliken charge in e.
Element x y z (Å)
Ag 1.60639 -1.64140 1.39187  0.52
O 3.57826 -1.15019 1.29941  -0.38
O 4.29638 -0.90302 2.46300  -0.22
O 0.59449 -1.29527 3.88346  -0.02
N 1.59544 -1.58253 3.46442  0.35
O -2.32254 -2.89296 0.60865  -0.59
C -1.33764 -2.19343 0.58867  0.40
O -0.31396 -2.32021 1.37890  -0.54
C -1.25085 -0.99832 -0.36632  0.35
C -0.02492 -0.61431 -0.88810  -0.80
C 0.09973 0.57203 -1.59300  -0.05
C -1.00400 1.35118 -1.87583  -0.40
C -2.23739 0.90616 -1.42954  -0.04
C -2.37529 -0.24107 -0.66528  -0.62
N -3.43097 1.69238 -1.76774  1.04
O -4.50089 1.27942 -1.37573  -0.60
O -3.25917 2.70217 -2.41932  -0.61
N 1.43930 1.00095 -1.99712  1.04
O 2.37611 0.41193 -1.49010  -0.58
O 1.52503 1.90998 -2.79209  -0.60
H 0.84300 -1.26537 -0.80470  0.95
H -0.91310 2.26868 -2.43779  0.60
H -3.34822 -0.54481 -0.30554  0.57
Se 3.62769 0.42376 3.51415  0.26
C 2.70224 1.34234 2.22287  0.35
N 2.03488 1.78193 1.39281  -0.38

[3]
ORCA calculation (the ωB97M-V functional and the def2-TZVPD basis) on a 2-piece molecular cluster, C9H11N5P overall in a non-equilibrium geometry.

Properties
Kohn-Sham gap   0.2989 Ha
Relative energy (zero: lowest compared OMol25 entry of this formula, charge and spin)   9.3 kcal per mole
F_max   4.1 eV/Å
Charge   +1

Last column: Mulliken charge in e.
Element x y z (Å)
C 4.60549 -1.32076 -0.44762  0.08
C 4.12853 1.12324 -0.38116  -0.30
C 3.76020 -0.19220 -0.38920  0.41
C 2.35045 -0.19508 -0.33898  0.02
C -2.89709 -1.68190 0.01424  -0.55
C -2.15747 -0.78552 0.82974  0.13
C -2.82599 -1.39228 -1.32546  0.05
C -1.63721 0.47303 -1.02302  0.02
C -1.01045 1.27139 1.21036  -1.04
N 5.03527 -2.38776 -0.51924  -0.46
N 3.03086 1.86338 -0.21132  -0.17
N -2.22386 -0.34417 -1.80674  -0.48
N 1.91031 1.03344 -0.21884  -0.31
N -1.60073 0.33882 0.28631  0.14
P 1.09424 -1.55781 -0.12304  -0.07
H 5.13556 1.65257 -0.39685  0.40
H -3.34269 -2.62993 0.31027  0.39
H -2.10419 -0.83667 1.95530  0.30
H -3.37316 -2.15834 -1.90257  0.34
H -1.18146 1.20901 -1.60348  0.46
H 0.00160 1.37161 0.94191  0.38
H -1.28308 2.19148 0.82790  0.48
H -1.17162 1.15937 2.19717  0.38
H 3.09038 2.83670 -0.04642  0.20
H 1.79383 -2.17736 0.83264  0.12
H 1.37122 -2.21142 -1.31257  0.10

[4]
ORCA calculation (the ωB97M-V functional and the def2-TZVPD basis) on a 2-piece molecular cluster, C11H10N2O2 overall in a non-equilibrium geometry.

Properties
Kohn-Sham gap (spin up / spin down)   0.3062 / 0.3062 Ha
Relative energy (zero: lowest compared OMol25 entry of this formula, charge and spin)   92.1 kcal per mole
F_max   2.2 eV/Å

Last column: Mulliken charge in e.
Element x y z (Å)
C 2.45476 -0.58684 -0.04688  0.14
C 1.71762 1.57239 0.62920  0.13
C 0.57078 1.04581 3.24418  -1.14
C 1.98754 0.47506 -2.68614  -1.12
C -0.17284 0.25813 2.47443  0.77
C 0.76161 0.05944 -2.36290  0.86
C 0.42847 -0.51489 1.35808  0.44
C 0.07696 0.45626 -1.17900  0.58
C -1.62218 -0.02500 2.71233  -1.19
C -0.08794 -0.84563 -3.21971  -1.29
C 1.42966 0.19846 0.51712  0.63
N 3.28028 -1.22185 -0.52941  -0.58
N 1.95888 2.69501 0.60017  -0.58
O 0.10476 -1.65533 1.09969  -0.61
O -0.97086 0.82512 -0.82983  -0.35
H 0.15013 1.55567 4.09374  0.32
H 1.62616 1.19515 3.08223  0.32
H 2.43252 0.17802 -3.62014  0.31
H 2.55465 1.15188 -2.07055  0.37
H -1.97575 0.45965 3.61876  0.39
H -1.76681 -1.10321 2.79542  0.31
H -2.21478 0.32441 1.86504  0.25
H -0.98173 -0.31148 -3.54560  0.33
H 0.48120 -1.16949 -4.08619  0.39
H -0.40483 -1.72153 -2.65247  0.34

[5]
ORCA calculation (the ωB97M-V functional and the def2-TZVPD basis) on C17H19N5O4S2V as an isolated structure.

Properties
Kohn-Sham gap (spin up / spin down)   0.2707 / 0.2791 Ha
Spin multiplicity   3
Relative energy (zero: lowest compared OMol25 entry of this formula, charge and spin)   11.5 kcal per mole
F_max   0.7 eV/Å
Charge   +1

Last column: Mulliken spin population.
Element x y z (Å)
V 0.12839 0.55685 -0.33747  2.04
C -1.34825 0.86135 3.78350  0.00
C -1.01882 1.03435 2.33889  -0.01
N 0.11746 0.79473 1.80194  -0.04
N 1.17520 0.34178 2.52601  -0.01
C 2.29582 -0.06194 1.86127  0.01
N 3.28175 -0.51074 2.63467  0.00
S 2.46211 0.03505 0.19259  -0.04
C -2.07523 1.48239 1.37031  0.06
C -3.32566 1.89395 1.77663  0.00
C -4.25798 2.25780 0.80634  0.01
C -3.91313 2.19048 -0.52631  0.00
C -2.63250 1.77114 -0.86161  0.04
N -1.73844 1.43447 0.06586  -0.03
H -0.75332 0.07667 4.25012  0.00
H -2.38678 0.56584 3.90500  0.00
H -1.19082 1.79196 4.33387  0.00
H 1.07587 0.22210 3.52322  0.00
H 3.20353 -0.59332 3.63470  0.00
H 4.12133 -0.85858 2.20176  0.00
H -3.58407 1.94057 2.82354  0.00
H -5.24506 2.58578 1.10361  0.00
H -4.60795 2.45295 -1.31099  0.00
H -2.30070 1.69554 -1.89060  0.00
C 3.70907 5.52988 -0.88919  0.00
C 3.02366 4.31103 -1.43749  0.00
C 3.58989 3.56517 -2.46320  0.00
C 2.95189 2.45679 -3.00154  0.01
C 1.71149 2.07234 -2.51573  -0.01
C 1.14261 2.80123 -1.47119  0.02
C 1.78718 3.90318 -0.93772  0.01
S 0.92204 0.72507 -3.35796  0.01
O 1.95692 -0.13335 -3.85381  0.00
O -0.05314 1.25378 -4.26618  0.00
N 0.15561 -0.00024 -2.10580  -0.05
C -0.38717 -1.37144 -2.35200  0.01
C -0.86385 -1.95758 -1.02601  0.00
O -1.48146 -2.98558 -0.98043  0.01
O -0.54507 -1.22384 0.03780  -0.01
H 4.75960 5.55475 -1.17311  0.00
H 3.64744 5.56081 0.19891  0.00
H 3.24221 6.43972 -1.27080  0.00
H 4.55633 3.85473 -2.85774  0.00
H 3.41647 1.88742 -3.79546  0.00
H 0.14814 2.58451 -1.06948  -0.02
H 1.32621 4.45100 -0.12459  0.00
H 0.38851 -2.00821 -2.77958  0.00
H -1.22177 -1.32775 -3.05144  0.00

[6]
ORCA calculation (the ωB97M-V functional and the def2-TZVPD basis) on CH5N5 as an isolated structure in a non-equilibrium geometry.

Properties
Kohn-Sham gap   0.3476 Ha
Relative energy (zero: lowest compared OMol25 entry of this formula, charge and spin)   46.5 kcal per mole
F_max   3.1 eV/Å

Last column: Mulliken charge in e.
Element x y z (Å)
C -1.69214 0.35834 -0.11473  0.40
N -2.46798 -0.28168 -0.65002  -0.47
N 1.30258 0.48270 -0.80530  -0.37
N 0.65088 -1.17997 0.50649  -0.28
N -0.77899 0.96584 0.54936  -0.50
N 0.84905 0.11438 0.37461  0.00
H 1.57049 1.50573 -0.80929  0.29
H 0.84983 0.11315 -1.58341  0.23
H 0.31273 -1.53161 1.44439  0.26
H 0.44024 -1.65678 -0.40851  0.23
H -1.03668 1.10990 1.49640  0.22